The following is a quantum chemistry calculation of a 11-piece molecular cluster, C45H116N4O21S7 overall at a distorted geometry, from OMol25.

Bonds (Å) are listed after each position.
Positions of all 193 atoms, in Å:
1 C 3.04083 -3.85276 1.91798  C2 1.544, H8 1.090, H9 1.090, H10 1.090
2 C 4.43097 -3.18014 1.90227  C1 1.544, O3 1.457, H11 1.090, H12 1.090
3 O 4.20142 -1.99262 1.08933  C2 1.457, S4 1.702
4 S 5.20468 -0.62964 1.26566  O3 1.702, C5 1.824, O6 1.470, O7 1.436
5 C 4.48745 -0.11701 2.86210  S4 1.824, H13 1.090, H14 1.090, H15 1.090
6 O 6.59440 -1.08166 1.42352  S4 1.470
7 O 4.86510 0.38282 0.30556  S4 1.436
8 H 2.28668 -3.25645 2.43156  C1 1.090
9 H 3.16934 -4.79160 2.45665  C1 1.090
10 H 2.82171 -4.21329 0.91294  C1 1.090
11 H 4.84859 -2.88929 2.86617  C2 1.090
12 H 5.15504 -3.76477 1.33479  C2 1.090
13 H 4.94920 0.84363 3.09026  C5 1.090
14 H 4.72203 -0.89150 3.59234  C5 1.090
15 H 3.40908 -0.06382 2.71252  C5 1.090
16 C 8.55974 -1.37138 6.71748  C17 1.472, H23 1.090, H24 1.090, H25 1.090
17 C 7.25088 -1.40859 6.04438  C16 1.472, O18 1.416, H26 1.090, H27 1.090
18 O 7.20408 -2.63411 5.33663  C17 1.416, S19 1.695
19 S 6.00951 -3.79492 5.65026  O18 1.695, C20 1.879, O21 1.464, O22 1.448
20 C 6.28552 -4.31560 7.43456  S19 1.879, H28 1.090, H29 1.090, H30 1.090
21 O 4.73063 -3.08827 5.56515  S19 1.464
22 O 6.24740 -4.94117 4.79759  S19 1.448
23 H 8.63073 -2.26779 7.33352  C16 1.090
24 H 8.67979 -0.48985 7.34724  C16 1.090
25 H 9.32948 -1.48253 5.95377  C16 1.090
26 H 6.41400 -1.36773 6.74156  C17 1.090
27 H 7.02750 -0.50521 5.47684  C17 1.090
28 H 5.66452 -5.15233 7.75445  C20 1.090
29 H 6.12233 -3.46571 8.09725  C20 1.090
30 H 7.32498 -4.61066 7.57798  C20 1.090
31 C 2.35932 3.69729 -0.22547  C32 1.564, H38 1.090, H39 1.090, H40 1.090
32 C 1.95704 2.31430 0.38488  C31 1.564, O33 1.441, H41 1.090, H42 1.090
33 O 1.16332 1.57330 -0.56230  C32 1.441, S34 1.690
34 S 0.67384 0.03379 -0.06518  O33 1.690, C35 1.856, O36 1.478, O37 1.448
35 C 1.78792 -1.00316 -1.12720  S34 1.856, H43 1.090, H44 1.090, H45 1.090
36 O 0.99518 -0.24315 1.35104  S34 1.478
37 O -0.66575 -0.18496 -0.56998  S34 1.448
38 H 3.10215 3.52879 -1.00516  C31 1.090
39 H 2.85805 4.32684 0.51145  C31 1.090
40 H 1.51769 4.18819 -0.71411  C31 1.090
41 H 2.81869 1.73731 0.72065  C32 1.090
42 H 1.27875 2.42780 1.23054  C32 1.090
43 H 1.55669 -0.86462 -2.18334  C35 1.090
44 H 1.78601 -2.04159 -0.79590  C35 1.090
45 H 2.75350 -0.53569 -0.93426  C35 1.090
46 C -0.30997 -2.15958 9.65540  C47 1.568, H53 1.090, H54 1.090, H55 1.090
47 C -1.20080 -3.16108 10.46829  C46 1.568, O48 1.440, H56 1.090, H57 1.090
48 O -0.75666 -4.50260 10.19131  C47 1.440, S49 1.682
49 S -1.86300 -5.75252 10.39578  O48 1.682, C50 1.866, O51 1.480, O52 1.498
50 C -1.46919 -6.19676 12.16496  S49 1.866, H58 1.090, H59 1.090, H60 1.090
51 O -3.23392 -5.21462 10.25312  S49 1.480
52 O -1.32913 -6.86206 9.54303  S49 1.498
53 H -0.33967 -1.10001 9.90946  C46 1.090
54 H -0.44016 -2.36750 8.59336  C46 1.090
55 H 0.74204 -2.38067 9.83564  C46 1.090
56 H -1.08342 -3.07811 11.54877  C47 1.090
57 H -2.24099 -3.08752 10.15097  C47 1.090
58 H -1.91801 -7.18959 12.19573  C50 1.090
59 H -1.88514 -5.38344 12.75960  C50 1.090
60 H -0.38097 -6.19311 12.22705  C50 1.090
61 C -1.50348 -4.72083 6.93569  C62 1.527, H68 1.090, H69 1.090, H70 1.090
62 C -2.24918 -5.93795 6.39184  C61 1.527, O63 1.443, H71 1.090, H72 1.090
63 O -3.37164 -5.50142 5.59698  C62 1.443, S64 1.677
64 S -4.47037 -6.70226 5.19491  O63 1.677, C65 1.854, O66 1.459, O67 1.451
65 C -3.58135 -7.27540 3.67215  S64 1.854, H73 1.090, H74 1.090, H75 1.090
66 O -4.51528 -7.72328 6.23649  S64 1.459
67 O -5.67557 -5.99810 4.79978  S64 1.451
68 H -2.13753 -4.18707 7.64363  C61 1.090
69 H -1.39356 -4.02136 6.10698  C61 1.090
70 H -0.57634 -5.03892 7.41247  C61 1.090
71 H -1.65210 -6.53953 5.70648  C62 1.090
72 H -2.55488 -6.64379 7.16413  C62 1.090
73 H -2.63617 -7.75218 3.93180  C65 1.090
74 H -3.31778 -6.35961 3.14304  C65 1.090
75 H -4.26581 -7.90900 3.10810  C65 1.090
76 C 3.10406 -1.40769 11.67739  C77 1.466, H83 1.090, H84 1.090, H85 1.090
77 C 2.20247 -2.00272 12.66847  C76 1.466, O78 1.418, H86 1.090, H87 1.090
78 O 0.84380 -1.60715 12.57823  C77 1.418, S79 1.683
79 S 0.30961 -0.01239 12.50432  O78 1.683, C80 1.868, O81 1.448, O82 1.465
80 C 0.94833 0.65397 14.12795  S79 1.868, H88 1.090, H89 1.090, H90 1.090
81 O 1.04174 0.64578 11.44253  S79 1.448
82 O -1.15438 0.03093 12.49552  S79 1.465
83 H 3.42895 -0.42770 12.02693  C76 1.090
84 H 2.71046 -1.35195 10.66246  C76 1.090
85 H 3.97777 -2.03839 11.51323  C76 1.090
86 H 2.35512 -3.07174 12.81677  C77 1.090
87 H 2.60797 -1.82663 13.66479  C77 1.090
88 H 0.67855 1.70989 14.10931  C80 1.090
89 H 1.98497 0.33892 14.24717  C80 1.090
90 H 0.34798 0.06722 14.82323  C80 1.090
91 C 0.34922 -1.83104 4.80726  C92 1.512, H98 1.090, H99 1.090, H100 1.090
92 C 1.76659 -1.36518 5.05438  C91 1.512, O93 1.409, H101 1.090, H102 1.090
93 O 2.06743 -1.71874 6.38426  C92 1.409, S94 1.660
94 S 3.19806 -0.78881 7.16706  O93 1.660, C95 1.848, O96 1.466, O97 1.474
95 C 2.05971 0.42831 7.96671  S94 1.848, H103 1.090, H104 1.090, H105 1.090
96 O 3.82206 -1.61120 8.20790  S94 1.466
97 O 3.99211 -0.11348 6.12553  S94 1.474
98 H -0.37237 -1.25135 5.38291  C91 1.090
99 H 0.20520 -2.90440 4.93080  C91 1.090
100 H 0.08176 -1.64121 3.76778  C91 1.090
101 H 2.43250 -2.01100 4.48203  C92 1.090
102 H 2.02109 -0.34951 4.75151  C92 1.090
103 H 1.13180 0.02362 8.37083  C95 1.090
104 H 1.83628 1.22209 7.25390  C95 1.090
105 H 2.68502 0.84986 8.75372  C95 1.090
106 C 2.44078 -5.07958 6.22377  C107 1.490, H113 1.090, H114 1.090, H115 1.090
107 C 2.48282 -4.81859 7.69017  C106 1.490, N108 1.503, H116 1.090, H117 1.090
108 N 2.75548 -6.13128 8.36894  C107 1.503, C109 1.495, C111 1.467
109 C 3.33921 -5.86026 9.71862  N108 1.495, C110 1.534, H118 1.090, H119 1.090
110 C 2.45714 -5.17334 10.76864  C109 1.534, H120 1.090, H121 1.090, H122 1.090
111 C 1.55601 -6.96570 8.49532  N108 1.467, C112 1.540, H123 1.090, H124 1.090
112 C 1.83648 -8.37502 9.04818  C111 1.540, H125 1.090, H126 1.090, H127 1.090
113 H 1.63590 -5.76844 5.96740  C106 1.090
114 H 3.32026 -5.63274 5.89420  C106 1.090
115 H 2.34974 -4.13843 5.68149  C106 1.090
116 H 3.34652 -4.18206 7.88237  C107 1.090
117 H 1.53587 -4.33429 7.92858  C107 1.090
118 H 3.72602 -6.76616 10.18533  C109 1.090
119 H 4.28091 -5.33023 9.57583  C109 1.090
120 H 3.08713 -4.86746 11.60389  C110 1.090
121 H 1.86560 -4.32168 10.43271  C110 1.090
122 H 1.77879 -5.97264 11.06708  C110 1.090
123 H 1.05986 -7.08708 7.53241  C111 1.090
124 H 0.85941 -6.36819 9.08339  C111 1.090
125 H 2.64881 -8.82952 8.48105  C112 1.090
126 H 1.01395 -9.09013 9.03582  C112 1.090
127 H 2.15896 -8.27552 10.08462  C112 1.090
128 C -1.23841 1.60023 6.42540  C129 1.544, H135 1.090, H136 1.090, H137 1.090
129 C -0.53010 2.44859 5.34760  C128 1.544, N130 1.468, H138 1.090, H139 1.090
130 N 0.72314 3.04798 5.82262  C129 1.468, C131 1.479, C133 1.443
131 C 0.51089 4.16411 6.76900  N130 1.479, C132 1.529, H140 1.090, H141 1.090
132 C 1.62289 4.30286 7.80993  C131 1.529, H142 1.090, H143 1.090, H144 1.090
133 C 1.47385 3.51377 4.68195  N130 1.443, C134 1.522, H145 1.090, H146 1.090
134 C 2.32426 2.42729 4.03960  C133 1.522, H147 1.090, H148 1.090, H149 1.090
135 H -2.27514 1.35886 6.19077  C128 1.090
136 H -1.29890 2.10428 7.38996  C128 1.090
137 H -0.76911 0.62651 6.56584  C128 1.090
138 H -0.30230 1.75018 4.54234  C129 1.090
139 H -1.18423 3.24547 4.99377  C129 1.090
140 H 0.39766 5.07977 6.18861  C131 1.090
141 H -0.40000 4.00547 7.34626  C131 1.090
142 H 1.29324 5.12710 8.44244  C132 1.090
143 H 1.70859 3.37424 8.37422  C132 1.090
144 H 2.48597 4.64682 7.23994  C132 1.090
145 H 2.13950 4.34512 4.91406  C133 1.090
146 H 0.82928 3.93716 3.91164  C133 1.090
147 H 1.75254 1.57064 3.68267  C134 1.090
148 H 2.99367 1.95577 4.75908  C134 1.090
149 H 2.95466 2.83448 3.24910  C134 1.090
150 C -3.53808 -1.44095 0.81511  C151 1.534, H157 1.090, H158 1.090, H159 1.090
151 C -4.33769 -0.85934 1.98837  C150 1.534, N152 1.438, H160 1.090, H161 1.090
152 N -4.91871 -1.78469 2.92318  C151 1.438, C153 1.486, C155 1.463
153 C -4.03857 -2.92814 3.27880  N152 1.486, C154 1.554, H162 1.090, H163 1.090
154 C -2.78195 -2.33015 3.97012  C153 1.554, H164 1.090, H165 1.090, H166 1.090
155 C -5.64130 -1.18514 4.04526  N152 1.463, C156 1.557, H167 1.090, H168 1.090
156 C -6.55786 0.00665 3.64106  C155 1.557, H169 1.090, H170 1.090, H171 1.090
157 H -3.19693 -0.68984 0.10269  C150 1.090
158 H -4.10506 -2.13617 0.19599  C150 1.090
159 H -2.63592 -1.93242 1.17936  C150 1.090
160 H -3.65082 -0.23650 2.56142  C151 1.090
161 H -5.09567 -0.20823 1.55291  C151 1.090
162 H -4.49786 -3.70548 3.88945  C153 1.090
163 H -3.75112 -3.35297 2.31704  C153 1.090
164 H -2.99226 -1.99809 4.98678  C154 1.090
165 H -2.04992 -3.13759 3.95374  C154 1.090
166 H -2.30065 -1.51033 3.43688  C154 1.090
167 H -4.94146 -0.83211 4.80268  C155 1.090
168 H -6.16191 -1.94893 4.62291  C155 1.090
169 H -7.01651 0.36340 4.56327  C156 1.090
170 H -7.28682 -0.35693 2.91683  C156 1.090
171 H -5.99388 0.82170 3.18749  C156 1.090
172 C 6.82520 2.68701 1.54013  C173 1.540, H179 1.090, H180 1.090, H181 1.090
173 C 7.05110 2.97277 3.03624  C172 1.540, N174 1.469, H182 1.090, H183 1.090
174 N 5.98946 3.77968 3.65192  C173 1.469, C175 1.478, C177 1.462
175 C 6.23109 4.09587 5.07541  N174 1.478, C176 1.564, H184 1.090, H185 1.090
176 C 5.97457 2.90917 6.06115  C175 1.564, H186 1.090, H187 1.090, H188 1.090
177 C 5.95482 5.01210 2.86709  N174 1.462, C178 1.518, H189 1.090, H190 1.090
178 C 4.50803 5.46853 2.93003  C177 1.518, H191 1.090, H192 1.090, H193 1.090
179 H 7.24508 3.36192 0.79427  C172 1.090
180 H 5.77046 2.65789 1.26667  C172 1.090
181 H 7.31696 1.73213 1.35446  C172 1.090
182 H 7.14430 2.08629 3.66357  C173 1.090
183 H 8.05368 3.40021 3.05111  C173 1.090
184 H 5.66513 4.96787 5.40314  C175 1.090
185 H 7.25794 4.45564 5.14053  C175 1.090
186 H 6.86102 2.27868 5.99189  C176 1.090
187 H 5.10678 2.30679 5.79252  C176 1.090
188 H 5.94128 3.17865 7.11679  C176 1.090
189 H 6.66710 5.78275 3.16179  C177 1.090
190 H 6.12207 4.88211 1.79787  C177 1.090
191 H 3.75061 4.72914 2.66982  C178 1.090
192 H 4.31627 5.79361 3.95260  C178 1.090
193 H 4.25904 6.24190 2.20339  C178 1.090

Kohn-Sham gap (eV): 7.346
HOMO level (eV): -7.35
Structure (SMILES): CCOS(C)(=O)=O.CCOS(C)(=O)=O.CCOS(C)(=O)=O.CCOS(C)(=O)=O.CCOS(C)(=O)=O.CCOS(C)(=O)=O.CCOS(C)(=O)=O.CCN(CC)CC.CCN(CC)CC.CCN(CC)CC.CCN(CC)CC
Electronic energy (eV): -173342.9900
LUMO (eV): 0.00